This record from the Open Molecules 2025 dataset describes a structure of composition C4H5NOS in a non-equilibrium geometry. The level of theory is wB97M-V/def2-TZVPD.

Geometry (Å):
1 C 1.573 0.698 0.385
2 C -0.938 -1.242 0.665
3 C 0.822 0.170 -0.787
4 C -0.268 0.044 0.302
5 N 0.672 0.646 1.272
6 O -1.213 -2.125 -0.091
7 S -1.717 1.347 -0.089
8 H 2.623 1.052 0.571
9 H -1.218 -1.461 1.671
10 H 0.679 0.932 -1.425
11 H 1.003 -0.808 -1.219
12 H -2.018 0.748 -1.254

## Properties
Maximum force, eV/A: 3.69
ΔE to the lowest compared entry with this formula, charge and spin, kcal per mole: 61.69
Net charge: 0
Orbital gap, eV: 9.8
E, Ha: -683.5096

=====

This record from the Open Molecules 2025 dataset describes a cluster of 2 separate species, C5H8N in total in a non-equilibrium geometry. The level of theory is wB97M-V/def2-TZVPD.

Geometry (Å):
1 C -0.546 -0.346 -1.157
2 C -0.722 -1.322 -1.995
3 C -1.109 -2.132 -2.933
4 C -0.557 0.417 -0.142
5 C 1.221 0.329 1.457
6 N 0.252 1.220 0.763
7 H -0.366 -2.776 -3.474
8 H -2.085 -2.214 -3.124
9 H -2.597 1.467 -0.481
10 H 1.826 0.622 2.331
11 H 0.616 -0.514 1.970
12 H 1.804 -0.065 0.743
13 H 0.663 1.907 0.040
14 H -0.383 1.633 1.405

## Properties
Maximum force, eV/A: 4.77
ΔE to the lowest compared entry with this formula, charge and spin, kcal per mole: 199.52
Net charge: +1
Orbital gap (alpha / beta), eV: 8.6 / 8.3
E, Ha: -249.5072

=====

This record from the Open Molecules 2025 dataset describes a structure of composition C25H56CaCuN3O5 in a non-equilibrium geometry. The level of theory is wB97M-V/def2-TZVPD.

Geometry (Å):
1 Cu 2.338 3.772 0.302
2 Ca -0.094 5.466 1.589
3 C 0.167 2.049 0.498
4 O 0.516 3.304 1.059
5 H 0.007 1.297 1.274
6 H -0.745 2.137 -0.099
7 H 0.905 1.652 -0.204
8 C -0.548 0.998 -3.850
9 C -0.087 -0.444 -3.674
10 C -0.379 -0.795 -2.199
11 C -0.491 -2.286 -1.928
12 C -1.385 -3.004 -2.927
13 C -1.002 -2.704 -4.359
14 N -1.008 -1.244 -4.526
15 O -0.767 -0.898 -5.883
16 C 0.259 -3.464 -4.787
17 C -2.113 -3.270 -5.253
18 C 1.378 -0.688 -4.000
19 H -0.016 1.683 -3.175
20 H -1.593 1.095 -3.544
21 H -0.438 1.373 -4.867
22 H 0.331 -0.333 -1.506
23 H -1.366 -0.386 -1.953
24 H -0.918 -2.345 -0.916
25 H 0.450 -2.807 -1.723
26 H -2.430 -2.771 -2.710
27 H -1.279 -4.064 -2.683
28 H 0.547 -3.228 -5.811
29 H 1.091 -3.334 -4.095
30 H 0.088 -4.543 -4.773
31 H -1.838 -3.148 -6.306
32 H -2.187 -4.355 -5.174
33 H -3.084 -2.784 -5.147
34 H 1.647 -0.757 -5.047
35 H 1.877 -1.373 -3.311
36 H 1.908 0.196 -3.590
37 H -1.599 -0.509 -6.171
38 C 1.208 -4.094 2.412
39 C 1.782 -2.822 3.031
40 C 2.727 -3.153 4.217
41 C 4.071 -3.709 3.744
42 C 4.749 -2.651 2.881
43 C 3.889 -2.356 1.635
44 N 2.550 -1.988 2.100
45 O 1.694 -1.646 0.992
46 C 4.524 -1.091 1.054
47 C 3.899 -3.569 0.717
48 C 0.656 -2.006 3.680
49 H 0.362 -4.469 2.982
50 H 1.037 -4.072 1.336
51 H 1.978 -4.876 2.435
52 H 2.884 -2.339 4.924
53 H 2.198 -3.963 4.730
54 H 4.628 -3.887 4.670
55 H 3.969 -4.708 3.325
56 H 5.671 -3.125 2.542
57 H 4.860 -1.747 3.477
58 H 3.928 -0.801 0.173
59 H 5.512 -1.204 0.609
60 H 4.467 -0.256 1.750
61 H 4.786 -3.581 0.064
62 H 3.113 -3.527 -0.038
63 H 4.018 -4.543 1.184
64 H 0.250 -2.482 4.568
65 H 1.002 -0.990 3.887
66 H -0.139 -1.885 2.935
67 H 1.645 -0.696 1.125
68 C -0.513 5.354 4.882
69 O -1.092 5.153 3.585
70 C -2.367 4.520 3.608
71 C -2.925 4.154 2.234
72 N -2.358 5.053 1.155
73 C -2.630 4.542 -0.215
74 C -4.079 4.149 -0.459
75 O -4.917 5.254 -0.332
76 C -6.260 4.964 -0.683
77 H 0.451 5.863 4.846
78 H -0.432 4.457 5.491
79 H -1.166 6.087 5.367
80 H -3.053 5.205 4.131
81 H -2.365 3.691 4.321
82 H -3.998 4.315 2.191
83 H -2.621 3.131 2.018
84 H -2.932 5.898 1.201
85 H -1.974 3.756 -0.583
86 H -2.488 5.388 -0.900
87 H -4.343 3.334 0.229
88 H -4.110 3.773 -1.490
89 H -6.860 5.824 -0.399
90 H -6.682 4.125 -0.120
91 H -6.345 4.759 -1.751

## Properties
Maximum force, eV/A: 2.65
Net charge: +2
Orbital gap, eV: 3.5
E, Ha: -3844.0113

=====

This record from the Open Molecules 2025 dataset describes the ion C6H6N with charge +1 in a non-equilibrium geometry. The level of theory is wB97M-V/def2-TZVPD.

Geometry (Å):
1 C -1.889 0.131 -0.271
2 C -1.300 0.363 0.938
3 C 0.576 0.320 -1.218
4 C 1.339 -0.717 0.853
5 C -0.636 -0.254 -0.681
6 C -0.046 -0.303 0.733
7 N 1.017 0.516 0.180
8 H -2.760 0.305 -0.899
9 H -1.436 1.089 1.665
10 H 1.245 -0.342 -1.600
11 H 0.338 1.104 -1.944
12 H 1.875 -0.515 1.778
13 H 1.676 -1.696 0.465

## Properties
Maximum force, eV/A: 3.17
ΔE to the lowest compared entry with this formula, charge and spin, kcal per mole: 101.06
Net charge: +1
Orbital gap, eV: 9.3
E, Ha: -286.4742

=====

This record from the Open Molecules 2025 dataset describes a structure of composition C6H7KO6 in a non-equilibrium geometry. The level of theory is wB97M-V/def2-TZVPD.

Geometry (Å):
1 O -0.329 -1.361 -0.361
2 O 1.280 -1.502 -1.988
3 C 1.822 -0.616 -2.940
4 C 1.085 0.725 -2.702
5 O 0.181 0.445 -1.663
6 C 0.658 -0.743 -0.913
7 H 2.911 -0.500 -2.807
8 H 1.641 -1.021 -3.945
9 H 0.526 1.060 -3.586
10 H 1.790 1.523 -2.413
11 K -1.878 0.522 -0.064
12 O 0.197 1.055 1.468
13 O 0.205 -0.309 3.256
14 C 1.423 0.888 0.914
15 C 1.783 -0.274 0.059
16 O -1.726 0.377 2.282
17 C -0.492 0.293 2.438
18 H 2.000 1.816 0.882
19 H 2.693 -0.001 -0.500
20 H 2.058 -1.160 0.660

## Properties
Maximum force, eV/A: 2.06
ΔE to the lowest compared entry with this formula, charge and spin, kcal per mole: 0.00
Net charge: -1
Multiplicity: 2
Orbital gap (alpha / beta), eV: 5.3 / 6.9
E, Ha: -1284.2547

=====

This record from the Open Molecules 2025 dataset describes the molecule C4H7NO3 in a non-equilibrium geometry. The level of theory is wB97M-V/def2-TZVPD.

Geometry (Å):
1 C 1.605 0.217 1.269
2 C 1.355 0.650 -0.134
3 N 0.600 -0.186 -0.945
4 C -0.530 -0.933 -0.385
5 C -1.705 0.000 -0.253
6 O -2.507 -0.119 -1.351
7 O -1.894 0.827 0.588
8 O 1.888 1.636 -0.592
9 H 1.949 -0.780 1.543
10 H 2.267 0.911 1.786
11 H 0.708 0.351 1.898
12 H 0.405 0.165 -1.869
13 H -0.647 -1.876 -0.912
14 H -0.239 -1.325 0.590
15 H -3.256 0.461 -1.233

## Properties
Maximum force, eV/A: 2.50
ΔE to the lowest compared entry with this formula, charge and spin, kcal per mole: 18.24
Structure (SMILES): CC(=O)NCC(=O)O
Net charge: 0
Orbital gap, eV: 10.5
E, Ha: -437.1143

=====

> Among the records above, which one has the highest net charge?

C25H56CaCuN3O5

=====

> Which of these has the highest maximum force?

C5H8N

=====

> Number 6 is which compound?

C4H7NO3